Formula: C23H15BeN7O8
Source: OMol25
Level of theory: ωB97M-V with the def2-TZVPD basis set

XYZ file:
```
54
Properties=species:S:1:pos:R:3:nbo_charge:R:1
Be -1.07 0.41 0.07 1.694
C -3.37 1.14 3.12 -0.658
C -2.01 1.06 2.47 0.449
O -2.03 0.41 1.34 -0.943
C -0.94 1.64 3.08 -0.493
C 0.43 1.66 2.56 0.250
C 1.08 3.02 2.47 -0.646
N 1.15 0.67 2.20 -0.319
N 0.67 -0.61 2.44 -0.380
C 0.23 -1.23 1.41 0.520
O 0.06 -0.73 0.21 -0.973
C -0.14 -2.67 1.58 -0.007
C 0.23 -3.38 2.73 -0.197
C -0.13 -4.71 2.87 -0.239
C -0.87 -5.35 1.88 -0.239
C -1.23 -4.65 0.74 -0.226
C -0.87 -3.32 0.59 -0.200
H -3.76 0.13 3.26 0.213
H -4.06 1.66 2.45 0.210
H -3.34 1.65 4.08 0.190
H -1.14 2.26 3.94 0.188
H 1.03 3.53 3.44 0.192
H 0.56 3.64 1.74 0.232
H 2.13 2.92 2.18 0.212
H 0.79 -2.86 3.49 0.230
H 0.16 -5.25 3.77 0.192
H -1.15 -6.39 2.00 0.191
H -1.81 -5.14 -0.04 0.201
H -1.14 -2.76 -0.29 0.239
O 0.01 3.89 -1.16 -0.675
C 0.16 2.68 -0.99 0.797
O -0.63 1.91 -0.37 -0.885
C 1.42 2.07 -1.61 -0.147
C 1.89 2.63 -2.79 -0.123
C 3.04 2.12 -3.37 -0.015
C 3.76 1.09 -2.80 -0.175
C 3.28 0.58 -1.61 -0.008
C 2.12 1.04 -1.00 -0.074
N 4.05 -0.50 -0.97 0.533
O 3.66 -0.92 0.09 -0.332
O 5.04 -0.91 -1.56 -0.424
N 3.54 2.71 -4.62 0.538
O 4.56 2.25 -5.10 -0.404
O 2.91 3.63 -5.11 -0.382
H 1.36 3.46 -3.24 0.266
H 4.66 0.71 -3.25 0.268
H 1.77 0.60 -0.08 0.300
N -2.13 -0.14 -1.29 -0.562
C -2.85 -0.44 -2.14 0.448
C -3.72 -0.82 -3.17 -0.613
C -4.92 -1.50 -2.87 0.326
N -5.90 -2.07 -2.64 -0.433
C -3.41 -0.52 -4.52 0.324
N -3.17 -0.29 -5.62 -0.430
```

The orbital gap comes out at 6.16 eV. As for the spin multiplicity: 1. The charge is -2. The highest occupied orbital energy is -0.0977 Ha. The calculation puts the LUMO energy at 3.5 eV.

Formula: C8H11OPS
Source: OMol25
Level of theory: ωB97M-V with the def2-TZVPD basis set

XYZ file:
```
22
Properties=species:S:1:pos:R:3:nbo_charge:R:1
O 0.31 2.22 -1.77 -0.998
P -0.50 1.27 -0.61 0.981
S -2.29 0.73 -1.70 -0.371
C 0.60 -0.15 -0.97 -0.356
C 0.29 -1.08 -1.97 -0.199
C 1.32 -1.98 -2.24 -0.199
C 2.47 -2.12 -1.49 -0.219
C 2.57 -1.29 -0.39 -0.193
C 1.69 -0.24 -0.15 -0.223
H 0.12 3.25 -1.68 0.500
H -3.23 1.32 -0.94 0.157
H -0.70 -1.10 -2.45 0.237
H 1.36 -2.39 -3.24 0.211
H 3.17 -2.96 -1.60 0.227
H 3.44 -1.40 0.28 0.210
H 1.89 0.50 0.72 0.236
C -1.24 1.30 2.87 -0.399
C -0.99 0.12 2.25 -0.380
H -0.87 1.56 3.91 0.203
H -1.60 2.08 2.27 0.192
H -1.20 0.05 1.17 0.178
H -0.60 -0.82 2.81 0.206
```

As for the SMILES: OP(S)c1ccccc1.C=C. The orbital gap comes out at 9.30 eV. As for the spin multiplicity: 1. The highest occupied orbital energy is -0.3236 Ha. The calculation puts the LUMO energy at 0.5 eV.

Formula: C3H12N3O
Source: OMol25
Level of theory: ωB97M-V with the def2-TZVPD basis set

XYZ file:
```
19
Properties=species:S:1:pos:R:3:nbo_charge:R:1
C -1.53 0.52 -0.60 -0.465
C 0.41 -0.43 -1.68 0.688
N 1.11 -0.42 -0.54 -0.761
N -1.01 -0.38 -1.65 -0.580
N 1.06 -0.83 -2.79 -0.751
H 0.69 -0.25 0.40 0.460
H 2.00 -0.72 -0.50 0.408
H -1.61 -0.41 -2.50 0.435
H 0.64 -0.58 -3.63 0.409
H 2.07 -0.88 -2.92 0.431
H -2.55 0.92 -0.85 0.244
H -0.93 1.42 -0.40 0.207
H -1.72 0.03 0.43 0.241
C 0.18 0.02 3.15 -0.233
O 0.00 0.63 1.94 -0.773
H 0.27 1.60 1.86 0.498
H -0.44 -0.76 3.30 0.191
H 1.25 -0.17 3.02 0.167
H 0.09 0.71 3.97 0.184
```

The orbital gap comes out at 10.88 eV. As for the spin multiplicity: 1. The charge is +1. The highest occupied orbital energy is -0.5109 Ha. The calculation puts the LUMO energy at -3.0 eV.

Formula: C3H5NO4
Source: OMol25
Level of theory: ωB97M-V with the def2-TZVPD basis set

XYZ file:
```
13
Properties=species:S:1:pos:R:3:nbo_charge:R:1
O 0.04 -1.81 -0.77 -0.596
C 0.48 -1.07 0.06 0.855
O 0.46 -1.30 1.37 -0.667
N 1.25 0.04 -0.30 0.038
O 1.47 0.99 0.72 -0.583
O 0.99 0.62 -1.51 -0.522
H 0.79 -0.54 1.87 0.509
H 2.40 1.25 0.64 0.490
H 0.02 0.72 -1.64 0.481
C -1.84 0.86 -0.09 -0.309
C -2.12 -0.31 -0.14 -0.186
H -1.55 1.87 0.00 0.241
H -2.40 -1.32 -0.20 0.250
```

As for the SMILES: O=C(O)N(O)O.C#C. The orbital gap comes out at 10.43 eV. As for the spin multiplicity: 1. The highest occupied orbital energy is -0.3685 Ha. The calculation puts the LUMO energy at 0.4 eV.

Formula: C8H24O18S3V
Source: OMol25
Level of theory: ωB97M-V with the def2-TZVPD basis set

XYZ file:
```
54
Properties=species:S:1:pos:R:3:nbo_charge:R:1
O -0.50 0.81 -0.34 -0.691
V -1.30 -0.62 -0.48 1.509
O -0.68 -1.41 0.72 -0.590
S -3.62 -3.11 -1.50 2.595
O -4.45 -2.35 -2.46 -1.098
O -3.05 -4.28 -2.17 -1.090
O -2.49 -2.27 -0.96 -1.024
O -4.64 -3.39 -0.47 -1.111
S -0.65 -1.53 -3.78 2.588
O -0.44 -0.85 -2.45 -1.056
O -0.27 -2.96 -3.66 -1.106
O -2.02 -1.38 -4.26 -1.013
O 0.38 -1.05 -4.75 -1.136
S -4.48 0.78 0.29 2.610
O -4.65 0.75 1.76 -1.137
O -4.69 2.14 -0.24 -1.122
O -3.08 0.31 -0.01 -1.011
O -5.47 -0.12 -0.31 -1.045
C 1.30 -4.42 1.36 -0.261
O 2.59 -4.69 1.94 -0.752
H 1.21 -3.35 1.22 0.236
H 1.16 -4.98 0.44 0.184
H 0.49 -4.65 2.06 0.155
H 2.69 -5.64 2.02 0.435
C 2.52 -0.10 -0.71 -0.238
O 2.18 -0.53 -2.01 -0.774
H 2.23 -0.84 0.04 0.151
H 3.60 -0.04 -0.58 0.102
H 2.03 0.85 -0.45 0.172
H 1.19 -0.52 -2.13 0.537
C 1.49 3.83 -1.04 -0.658
C 0.84 4.05 -2.41 0.079
C -0.65 4.18 -2.24 -0.623
O 1.40 5.25 -2.98 -0.759
H 1.32 4.62 -0.30 0.183
H 2.55 3.59 -1.12 0.179
H 1.00 2.98 -0.56 0.286
H 1.04 3.19 -3.05 0.194
H -1.20 4.50 -3.13 0.200
H -0.79 5.10 -1.64 0.166
H -1.06 3.35 -1.66 0.297
H 2.35 5.13 -2.91 0.445
C 0.62 0.87 3.05 -0.653
C 1.19 0.18 4.26 0.096
C 1.33 -1.31 4.06 -0.628
O 2.49 0.77 4.48 -0.766
H 1.23 0.81 2.14 0.233
H 0.40 1.92 3.28 0.190
H -0.37 0.51 2.76 0.281
H 0.58 0.38 5.14 0.151
H 1.98 -1.52 3.21 0.215
H 0.36 -1.76 3.88 0.246
H 1.79 -1.74 4.96 0.167
H 3.03 0.58 3.70 0.460
```

The orbital gap comes out at 1.19 eV. As for the spin multiplicity: 1. The charge is -5. The highest occupied orbital energy is 0.2841 Ha. The calculation puts the LUMO energy at 8.9 eV.

Formula: C3H4ClNO
Source: OMol25
Level of theory: ωB97M-V with the def2-TZVPD basis set

XYZ file:
```
10
Properties=species:S:1:pos:R:3:nbo_charge:R:1
C 1.74 -0.17 1.05 -0.766
C 1.34 -0.78 0.00 0.696
O 1.36 -1.34 -1.04 -0.461
H 1.18 0.59 1.50 0.248
H 2.74 -0.28 1.42 0.273
C -0.90 0.63 -0.43 -0.087
N -1.80 -0.09 0.01 -0.412
Cl -2.77 -1.09 -0.93 0.141
H -0.50 0.67 -1.48 0.172
H -0.35 1.37 0.19 0.196
```

As for the SMILES: C=C=O.C=NCl. The orbital gap comes out at 9.79 eV. As for the spin multiplicity: 1. The highest occupied orbital energy is -0.3544 Ha. The calculation puts the LUMO energy at 0.1 eV.

Which of these has the lowest orbital gap?
C8H24O18S3V